Density functional theory data (ωB97M-V/def2-TZVPD) for C11H14CrN3O7 as an isolated structure.

**Energy**: -58860.3008 eV
**Charge**: 0
**Spin multiplicity**: 2
**Lowest unoccupied orbital energy (alpha / beta)**: -0.979 / -0.453 eV
**Orbital gap (alpha / beta)**: 8.40 / 8.92 eV
**Energy above the lowest of the compared OMol25 structures with the same formula, charge and spin**: 15.26 kcal per mole
**⟨S²⟩**: 0.80

The geometry in XYZ format:
```
36
Properties=species:S:1:pos:R:3:mulliken_spin:R:1
Cr -0.138 -0.463 -0.101 1.0099
O 1.643 -0.075 1.205 0.0002
C 1.335 1.238 1.653 -0.0011
C -0.074 1.309 2.254 -0.0050
N -1.067 0.743 1.328 -0.0149
C -1.753 1.736 0.507 0.0055
C -2.444 0.958 -0.669 -0.0018
O -3.466 1.383 -1.155 0.0088
O -1.824 -0.111 -0.988 0.0025
C -2.043 -0.087 2.043 0.0021
C -1.409 -1.504 2.205 0.0010
O -1.653 -2.187 3.174 0.0032
O -0.626 -1.768 1.235 -0.0050
H 1.711 -0.678 1.962 0.0007
H 1.413 1.858 0.756 -0.0001
H 2.075 1.571 2.392 0.0003
H -0.307 2.350 2.505 -0.0005
H -0.076 0.719 3.178 -0.0001
H -1.027 2.415 0.055 -0.0015
H -2.499 2.309 1.071 0.0002
H -2.929 -0.225 1.418 0.0006
H -2.340 0.342 3.005 -0.0011
C 3.406 -3.510 -3.132 -0.0006
N 2.659 -2.313 -2.817 -0.0002
C 2.973 -1.129 -3.374 0.0100
C 2.365 0.030 -3.011 -0.0048
C 1.373 -0.064 -1.994 0.0061
O 0.768 0.888 -1.426 -0.0111
N 1.037 -1.267 -1.495 -0.0199
C 1.626 -2.429 -1.849 0.0066
O 1.347 -3.506 -1.384 0.0089
H 3.138 -3.894 -4.117 0.0002
H 3.147 -4.258 -2.384 0.0000
H 4.477 -3.308 -3.101 0.0000
H 3.755 -1.149 -4.121 0.0011
H 2.624 0.980 -3.442 0.0001
```